Arrangement w

The following is a quantum chemistry calculation of an isolated molecule of C3H11N3, from OMol25.

```
17
Properties=species:S:1:pos:R:3:nbo_charge:R:1
N 1.590 2.062 -1.337 -0.874
C 0.274 1.582 -0.802 -0.214
C 0.321 0.117 -0.486 -0.265
N -0.908 -0.260 0.128 -0.657
C -0.979 -0.964 1.414 -0.041
N -0.509 -2.362 1.069 -0.896
H 2.382 1.858 -0.834 0.355
H 1.692 2.340 -2.204 0.354
H -0.409 1.981 -1.477 0.202
H 0.228 2.283 0.124 0.182
H 0.606 -0.479 -1.434 0.191
H 1.254 -0.354 -0.058 0.201
H -1.533 -0.708 -0.593 0.373
H -2.046 -1.180 1.760 0.190
H -0.367 -0.514 2.185 0.183
H 0.436 -2.650 1.220 0.361
H -1.151 -3.070 1.536 0.355
```

Summary:
gap between HOMO and LUMO	9.309	eV
molar mass	89.14	u
structure (SMILES)	NCCNCN
charge	0
E_HOMO	-8.2	eV


Arrangement x

The following is a quantum chemistry calculation of an isolated molecule of C3H11N3, from OMol25.

```
17
Properties=species:S:1:pos:R:3:nbo_charge:R:1
C 0.055 1.191 1.600 -0.421
N 0.637 0.909 0.304 -0.640
C 0.228 -0.318 -0.383 0.404
C -1.269 -0.313 -0.778 -0.646
N 0.581 -1.447 0.457 -0.846
N 1.002 -0.470 -1.597 -0.841
H 0.542 2.080 2.005 0.205
H 0.276 0.347 2.261 0.200
H -1.029 1.367 1.581 0.160
H 0.477 1.698 -0.319 0.346
H -1.477 0.509 -1.455 0.201
H -1.898 -0.218 0.104 0.202
H -1.505 -1.245 -1.283 0.219
H 0.636 -2.270 -0.124 0.373
H -0.131 -1.605 1.165 0.357
H 1.974 -0.561 -1.345 0.372
H 0.903 0.347 -2.193 0.355
```

Summary:
gap between HOMO and LUMO	9.773	eV
molar mass	89.14	u
structure (SMILES)	CNC(C)(N)N
charge	0
E_HOMO	-8.7	eV


Arrangement y

The following is a quantum chemistry calculation of a cluster of 2 separate species, C3H11N3 in total, from OMol25.

```
17
Properties=species:S:1:pos:R:3:nbo_charge:R:1
C -1.900 -0.290 0.541 -0.619
C 1.032 1.494 -0.387 -0.462
C -1.028 -1.050 -0.359 -0.645
N 2.911 -1.382 0.262 -0.517
N 2.264 -0.311 0.196 0.040
N 1.410 0.131 -0.602 -0.319
H -3.062 -0.362 0.457 0.212
H -1.644 -0.459 1.589 0.209
H -1.924 0.855 0.290 0.189
H 1.583 2.014 0.381 0.169
H 1.303 2.097 -1.212 0.212
H 0.020 1.642 -0.061 0.212
H -1.514 -1.608 -1.099 0.208
H -0.351 -0.408 -0.909 0.242
H -0.336 -1.686 0.183 0.201
H 2.796 -1.886 -0.601 0.325
H 2.442 0.366 0.951 0.343
```

Summary:
gap between HOMO and LUMO	9.682	eV
molar mass	89.14	u
charge	0
E_HOMO	-8.7	eV


Most stable pick: arrangement x. Distance to second place: 220.7 kJ/mol.